Entry 1:
{"formula": "C2HClNO4", "method": "the ωB97M-V functional and the def2-TZVPD basis", "homo_lumo_gap_ev": 9.324, "charge": -1, "e_tot_ha": -892.77268, "homo_energy_ev": -5.54, "relative_energy_ev": 0.489, "e_lumo_ha": 0.1390, "elements": ["C", "C", "N", "O", "O", "O", "O", "Cl", "H"], "coordinates": [[1.47212, -1.36579, 0.67952], [-2.03412, 0.92808, -0.22337], [1.87440, -0.87066, -0.36898], [-1.65175, 0.86221, -1.33805], [1.31463, -2.06345, 1.62384], [-2.92424, 1.14594, 0.53021], [1.58720, 0.23215, -1.09006], [-0.28922, 0.68851, 0.94915], [0.65097, 0.44302, -0.76226]], "nbo_charge": [0.796, 0.955, -0.293, -0.642, -0.564, -0.627, -0.540, -0.572, 0.488]}

Entry 2:
{"formula": "C2HClO", "method": "the ωB97M-V functional and the def2-TZVPD basis", "homo_lumo_gap_ev": 9.529, "smiles": "O=C=CCl", "e_tot_ha": -612.16750, "homo_energy_ev": -9.54, "relative_energy_ev": 0.748, "e_lumo_ha": -0.0004, "elements": ["O", "C", "C", "Cl", "H"], "coordinates": [[-1.41611, -1.86336, -0.04502], [-0.42460, -1.27250, 0.02634], [0.58412, -0.46882, 0.03787], [2.37183, -0.54855, -0.06935], [0.05773, 0.21420, -0.70473]], "nbo_charge": [-0.437, 0.681, -0.559, 0.039, 0.276]}

Entry 3:
{"formula": "C2HClO4", "method": "the ωB97M-V functional and the def2-TZVPD basis", "homo_lumo_gap_ev": [9.031, 8.274], "e_tot_ha": -837.78668, "homo_energy_ev": [-10.33, -9.58], "relative_energy_ev": 6.270, "e_lumo_ha": [-0.0479, -0.0480], "elements": ["C", "C", "O", "O", "O", "O", "Cl", "H"], "coordinates": [[-0.46563, 0.60001, -0.00242], [0.72598, -0.05242, -0.61841], [-1.45932, 1.08904, -0.48118], [0.21133, -2.03031, 0.36370], [0.93892, -1.30199, -0.39752], [-0.34735, 0.48502, 1.32978], [1.69170, 0.56785, -1.83022], [-1.29564, 0.64282, 1.63626]], "nbo_charge": [0.705, 0.205, -0.524, -0.342, -0.044, -0.641, 0.132, 0.508]}

Entry 4:
{"formula": "C2HF", "method": "the ωB97M-V functional and the def2-TZVPD basis", "homo_lumo_gap_ev": [6.642, 6.577], "e_tot_ha": -176.26254, "homo_energy_ev": [-7.79, -7.77], "relative_energy_ev": 7.711, "e_lumo_ha": [-0.0421, -0.0437], "elements": ["C", "C", "F", "H"], "coordinates": [[-0.62937, -0.02880, 1.31275], [0.65116, 1.04681, -0.89445], [0.61208, 0.04103, -1.64453], [-0.63386, -1.05904, 1.22623]], "nbo_charge": [-0.169, 0.496, -0.313, -0.014]}

Entry 5:
{"formula": "C2HF2N4", "method": "the ωB97M-V functional and the def2-TZVPD basis", "homo_lumo_gap_ev": 9.311, "charge": -1, "e_tot_ha": -495.45832, "homo_energy_ev": -5.32, "relative_energy_ev": 1.798, "e_lumo_ha": 0.1466, "elements": ["C", "C", "N", "N", "N", "N", "F", "F", "H"], "coordinates": [[-0.53012, -0.36811, -0.24325], [1.28849, 0.52836, 1.01366], [-1.76262, -0.01756, -0.13554], [-0.13805, -1.07490, -1.31794], [-2.24219, -0.49744, -1.25280], [-1.31795, -1.12041, -1.95394], [1.08926, 0.75273, 2.36389], [1.25539, 1.80766, 0.51668], [2.35778, -0.01033, 1.00924]], "nbo_charge": [0.359, 0.484, -0.428, -0.436, -0.168, -0.167, -0.393, -0.376, 0.126]}

Entry 6:
{"formula": "C2HF2P", "method": "the ωB97M-V functional and the def2-TZVPD basis", "homo_lumo_gap_ev": [7.325, 6.634], "e_tot_ha": -617.74500, "homo_energy_ev": [-9.02, -8.29], "relative_energy_ev": 2.796, "e_lumo_ha": [-0.0624, -0.0609], "elements": ["C", "C", "F", "F", "P", "H"], "coordinates": [[0.60490, 0.09761, -0.01878], [-0.81844, 0.08007, -0.16076], [1.11165, -1.16117, 0.20356], [-1.24378, -1.11836, 0.16590], [1.96329, 1.34574, 0.12158], [-1.61761, 0.75611, -0.31150]], "nbo_charge": [-0.090, 0.199, -0.342, -0.306, 0.344, 0.195]}

Entry 7:
{"formula": "C2HF3N4", "method": "the ωB97M-V functional and the def2-TZVPD basis", "homo_lumo_gap_ev": 11.609, "smiles": "FC(F)(F)c1nnn[nH]1", "e_tot_ha": -595.36091, "homo_energy_ev": -11.18, "relative_energy_ev": 1.325, "e_lumo_ha": 0.0157, "elements": ["F", "C", "F", "F", "C", "N", "N", "N", "N", "H"], "coordinates": [[0.78802, -1.00465, 1.75364], [0.34618, -0.99531, 0.57554], [-0.93980, -1.72225, 0.43901], [1.30916, -1.42485, -0.19856], [-0.01416, 0.36719, -0.03047], [0.83366, 1.16484, -0.66376], [0.06459, 2.10255, -1.25139], [-1.17234, 1.90163, -0.89102], [-1.20358, 0.69075, -0.25129], [-2.06491, 0.11600, 0.18504]], "nbo_charge": [-0.261, 0.984, -0.380, -0.279, 0.199, -0.280, -0.028, -0.078, -0.347, 0.470]}

Entry 8:
{"formula": "C2HF3O", "method": "the ωB97M-V functional and the def2-TZVPD basis", "homo_lumo_gap_ev": 10.706, "e_tot_ha": -451.58825, "homo_energy_ev": -11.91, "relative_energy_ev": 1.362, "e_lumo_ha": -0.0442, "elements": ["C", "C", "O", "F", "F", "F", "H"], "coordinates": [[-0.43785, -0.73423, 0.43685], [0.15259, 0.38020, -0.37039], [-1.03306, -0.51082, 1.46000], [1.69761, 0.70582, 0.24425], [0.33646, 0.26508, -1.62559], [-0.40776, 1.60294, -0.21130], [-0.30799, -1.70900, 0.06619]], "nbo_charge": [0.318, 0.919, -0.396, -0.448, -0.258, -0.289, 0.155]}